Computed, not measured: a cluster of 2 separate species, C5H17N2O in total, with ωB97M-V/def2-TZVPD.

Calculated values
Charge: +1
Electronic energy in eV: -10481.1741
Energy relative to the best compared isomer or geometry (same formula, charge and spin) in kJ/mol: 169.9

Last column: Mulliken charge in e.
CARTESIAN COORDINATES (ANGSTROEM)
N1 -1.20556 1.80231 1.04343  -0.133
C1 -0.13354 0.85234 0.43517  -0.604
C2 0.78628 0.25729 1.59410  0.362
C3 0.19959 -0.97078 2.29939  -1.317
C4 2.17161 0.01579 0.90108  -1.425
C5 -0.89374 -0.24531 -0.34856  -0.628
N2 -1.85950 0.45574 -1.24426  -0.523
H1 -1.96263 1.21792 1.38920  0.354
H2 -1.43417 2.50296 0.34682  0.386
H3 -0.77141 2.18978 1.87468  0.362
H4 0.69473 1.34110 -0.08792  0.403
H5 0.97331 1.04899 2.31650  0.599
H6 0.37147 -0.76429 3.35915  0.308
H7 0.68490 -1.86152 1.99141  0.357
H8 -0.83934 -1.30048 2.06816  0.306
H9 2.24753 0.44779 -0.08806  0.398
H10 2.22185 -1.08723 0.81375  0.311
H11 3.03485 0.31167 1.48016  0.358
H12 -1.56293 -0.87082 0.26363  0.343
H13 -0.14814 -0.71632 -1.02878  0.321
H14 -1.39338 0.65347 -2.11343  0.251
H15 -2.70054 -0.09746 -1.32613  0.205
H16 0.13195 -1.14449 -5.63143  0.323
H17 0.89639 -2.37620 -5.40564  0.322
O1 0.49044 -1.66224 -4.90242  -0.640


Computed, not measured: the molecule C7H8IO2P, with ωB97M-V/def2-TZVPD.

Calculated values
Electronic energy in eV: -28871.1017
Energy relative to the best compared isomer or geometry (same formula, charge and spin) in kJ/mol: 249.3

Last column: Mulliken charge in e.
CARTESIAN COORDINATES (ANGSTROEM)
C1 -2.18816 -2.47632 -0.44855  -0.144
C2 -2.36004 -1.28898 -1.15127  -0.514
C3 -1.19260 -2.53967 0.51531  -0.625
C4 -1.49510 -0.23547 -1.10948  -0.461
C5 -0.25122 -1.55415 0.59170  -0.317
C6 -0.45216 -0.34924 -0.17806  0.630
C7 2.96199 2.18059 0.88106  0.000
O1 2.51859 3.04025 0.00443  -0.419
O2 1.86440 1.04128 0.71839  -0.386
P1 0.76415 1.03112 -0.65735  0.062
I1 -0.90101 2.89829 0.26267  -0.137
H1 -2.85033 -3.34965 -0.64200  0.324
H2 -3.16556 -1.48620 -1.89075  0.245
H3 -1.01586 -3.52489 0.82462  0.353
H4 -1.25345 0.44952 -1.89747  0.427
H5 0.72236 -1.48580 1.15278  0.308
H6 1.59165 3.13585 0.33959  0.121
H7 4.00759 2.07919 0.76176  0.305
H8 2.69474 2.43427 1.92261  0.228


Computed, not measured: a cluster of 5 separate species, C9H26N2O11S2 in total, with ωB97M-V/def2-TZVPD.

Calculated values
Electronic energy in eV: -56920.5467

Last column: Mulliken charge in e.
CARTESIAN COORDINATES (ANGSTROEM)
C1 -3.49838 3.61773 -1.66845  -0.391
O1 -4.10768 4.13185 -2.83028  -0.532
H1 -4.14497 2.83283 -1.26971  0.161
H2 -2.53878 3.11776 -1.77388  0.006
H3 -3.49329 4.37485 -0.87938  0.443
H4 -3.78521 5.00511 -3.05278  0.294
O2 0.28304 3.11135 -3.31771  -0.638
S1 0.00120 1.73303 -3.05693  1.074
O3 0.43691 1.08540 -1.84666  -0.449
O4 -1.61432 1.58100 -3.28618  -0.190
C2 -2.19077 0.25785 -3.34223  -0.220
C3 -3.70481 0.48937 -3.16307  -1.291
C4 0.54359 0.73578 -4.45525  -1.077
H5 -1.77811 -0.40162 -2.57738  0.358
H6 -2.01375 -0.17978 -4.32584  0.333
H7 -3.96691 0.60449 -2.11794  0.207
H8 -4.15525 -0.46336 -3.47257  0.471
H9 -4.01132 1.24979 -3.87165  0.326
H10 0.00334 1.08446 -5.33096  0.372
H11 0.36030 -0.30575 -4.21429  0.333
H12 1.60288 0.92705 -4.61553  0.391
O5 -0.17798 -1.35136 3.57347  -0.590
S2 0.50769 -2.46134 2.99042  1.204
O6 0.64451 -2.55553 1.56436  -0.635
O7 1.99494 -2.48845 3.64677  -0.302
C5 3.05453 -3.11435 2.90867  -0.154
C6 4.37643 -2.78621 3.59534  -1.284
C7 -0.05628 -4.05752 3.69741  -1.040
H13 3.03319 -2.71650 1.89444  0.317
H14 2.92558 -4.20157 2.89261  0.377
H15 5.18804 -3.08171 2.94010  0.356
H16 4.39556 -3.25483 4.58086  0.375
H17 4.39118 -1.71947 3.81952  0.294
H18 -1.08662 -4.18680 3.37874  0.400
H19 0.14194 -4.03188 4.75936  0.324
H20 0.56071 -4.76426 3.14547  0.331
C8 2.68870 1.17667 0.60004  -0.747
N1 3.23420 0.53461 1.81881  0.953
O8 2.56291 0.54417 2.83267  -0.501
O9 4.34000 0.02215 1.73866  -0.576
H21 3.50252 1.43629 -0.06335  0.333
H22 2.18258 2.06239 0.98405  0.280
H23 1.95489 0.53423 0.12444  0.304
C9 -0.98942 0.22817 1.02054  -0.148
N2 -1.49831 1.62440 1.01900  1.049
O10 -0.76992 2.51144 1.38681  -0.567
O11 -2.65216 1.76973 0.68663  -0.586
H24 -1.71975 -0.31063 1.61017  0.382
H25 0.04079 0.16143 1.33723  -0.305
H26 -0.99814 -0.11244 -0.01456  0.174


Computed, not measured: the molecule C4H9NO2, with ωB97M-V/def2-TZVPD.

Calculated values
Electronic energy in eV: -9879.1837
Energy relative to the best compared isomer or geometry (same formula, charge and spin) in kJ/mol: 84.6

Last column: Mulliken charge in e.
CARTESIAN COORDINATES (ANGSTROEM)
C1 -1.19086 1.37055 -0.44784  -1.386
C2 -0.26936 0.43198 0.32922  0.582
C3 -0.85412 -0.98105 0.34849  -0.777
O1 -0.34873 -1.75816 1.39880  -0.560
N1 1.11147 0.51544 -0.18020  -0.138
C4 1.99608 -0.47045 -0.47604  -0.026
O2 1.83782 -1.67819 -0.38893  -0.617
H1 -0.74762 2.36383 -0.57770  0.392
H2 -2.12419 1.48507 0.11537  0.356
H3 -1.44173 0.97133 -1.43723  0.327
H4 -0.26638 0.74497 1.37979  0.113
H5 -1.93041 -0.87807 0.53204  0.402
H6 -0.72582 -1.46891 -0.62910  0.366
H7 0.52070 -2.06372 1.09698  0.382
H8 1.48908 1.45536 -0.21724  0.245
H9 2.94408 -0.03998 -0.84642  0.338


Computed, not measured: the molecule C6H7N3, with ωB97M-V/def2-TZVPD.

Calculated values
Electronic energy in eV: -10799.9552
Energy relative to the best compared isomer or geometry (same formula, charge and spin) in kJ/mol: 528.3

Last column: Mulliken charge in e.
CARTESIAN COORDINATES (ANGSTROEM)
C1 -1.99185 -0.14550 -0.41457  -0.021
C2 -1.43939 -1.42332 -0.81439  -0.538
C3 -0.11359 -1.84817 -0.50925  -0.061
C4 1.75912 -0.10807 0.20771  -0.114
C5 1.53845 1.12967 0.61111  -0.287
C6 0.39326 1.93676 0.85206  -0.131
H1 -0.07314 0.07199 -0.31566  0.422
H2 -3.06863 0.20856 -0.54726  0.328
H3 -2.08953 -2.23272 -1.26049  0.272
H4 0.12809 -2.80591 -0.78255  0.427
H5 2.76193 -0.22605 0.34792  0.346
H6 2.45849 1.74502 0.90919  0.172
H7 0.41612 2.95368 1.25332  0.399
N1 -0.90517 0.55754 -0.24207  0.167
N2 1.13455 -1.39316 -0.04830  -0.694
N3 -0.90872 1.57966 0.75324  -0.689


Computed, not measured: a structure of composition C14H37NO15PS5, with ωB97M-V/def2-TZVPD.

Calculated values
Charge: -1
Electronic energy in eV: -110785.7090

Last column: Mulliken charge in e.
CARTESIAN COORDINATES (ANGSTROEM)
C1 1.70228 7.20812 0.07034  -0.319
O1 2.29683 7.06402 -1.20457  -0.504
C2 2.29507 5.73360 -1.70441  -0.161
C3 1.16828 5.43513 -2.71078  -0.528
C4 -0.13828 6.21935 -2.49285  -0.590
C5 -1.35090 5.40905 -2.03937  -1.051
S1 -1.18913 4.39997 -0.55372  1.110
O2 -2.41160 4.59586 0.18540  -0.756
O3 0.04837 4.77430 0.12599  -0.334
N1 -1.04811 2.94262 -1.19693  -0.478
S2 -0.58847 1.74048 -0.28571  0.851
O4 -1.12970 1.75307 1.05457  -0.673
O5 -0.68749 0.52437 -1.05953  -0.584
P1 1.55700 1.99012 -0.02121  0.775
O6 2.36283 0.75742 0.12817  -0.669
H1 0.63111 7.41735 -0.01249  0.249
H2 2.19678 8.02833 0.59435  0.307
H3 1.80505 6.30057 0.66757  0.023
H4 2.20960 5.03412 -0.87211  -0.001
H5 3.26939 5.57699 -2.17493  0.410
H6 1.53101 5.60819 -3.72628  0.438
H7 0.94686 4.36492 -2.64541  0.209
H8 -0.42934 6.67435 -3.44361  0.372
H9 0.02801 7.04986 -1.80938  0.321
H10 -2.16860 6.08027 -1.77329  0.410
H11 -1.70412 4.73964 -2.82299  0.370
H12 1.61099 2.89382 1.05432  -0.095
H13 1.86942 2.79105 -1.13639  -0.073
O7 -3.37937 -4.82785 -2.21446  -0.688
S3 -2.20345 -4.88528 -1.38950  1.232
O8 -2.36265 -5.25640 -0.01521  -0.638
O9 -1.39759 -3.54785 -1.52613  -0.283
C6 -2.09775 -2.27699 -1.30508  -0.264
C7 -2.32820 -1.98323 0.15501  -0.941
C8 -1.02139 -5.94894 -2.14051  -0.649
H14 -3.02340 -2.30660 -1.88046  0.320
H15 -1.43297 -1.53757 -1.73928  0.237
H16 -3.01599 -2.69397 0.61252  0.399
H17 -2.73712 -0.97629 0.23515  0.322
H18 -1.38401 -2.00099 0.69782  0.242
H19 -0.90524 -5.66019 -3.18163  0.338
H20 -1.41803 -6.95869 -2.05938  0.038
H21 -0.07981 -5.87302 -1.60388  0.340
O10 -0.71442 -10.99429 -3.44583  -0.672
S4 -1.53560 -10.41854 -2.42254  1.295
O11 -0.95783 -9.47977 -1.51052  -0.591
O12 -2.23407 -11.59133 -1.61309  -0.274
C9 -1.37486 -12.63088 -1.07484  -0.390
C10 -0.61058 -12.18452 0.15097  -0.965
C11 -2.98884 -9.71917 -3.12113  -1.002
H22 -0.71235 -12.97347 -1.87053  0.345
H23 -2.07082 -13.43296 -0.83811  0.261
H24 0.11408 -11.40850 -0.08681  0.304
H25 -0.07940 -13.04307 0.56457  0.375
H26 -1.29095 -11.79519 0.90783  0.268
H27 -3.44029 -10.44170 -3.79483  0.347
H28 -2.67163 -8.83121 -3.66464  0.392
H29 -3.66402 -9.44588 -2.31459  0.327
O13 2.47794 4.09394 4.65692  -0.699
S5 2.22056 5.33928 3.99630  1.261
O14 3.15576 5.81223 3.02125  -0.630
O15 2.01471 6.45977 5.11327  -0.298
C12 3.04306 6.57333 6.12419  -0.392
C13 4.29595 7.25444 5.61834  -0.965
C14 0.60075 5.36636 3.31758  -0.610
H30 3.25104 5.57760 6.51829  0.349
H31 2.56555 7.15899 6.90771  0.268
H32 4.79958 6.65562 4.86235  0.301
H33 4.97755 7.40669 6.45702  0.379
H34 4.05548 8.22339 5.18082  0.254
H35 -0.10331 5.02558 4.07106  0.492
H36 0.60279 4.69247 2.46098  -0.073
H37 0.37799 6.37769 2.98827  0.311


Looking at HOMO energy for the records above, in order, we have -0.49838; -0.32609; -0.36434; -0.36940; -0.31714; -0.23489 Ha.